# 1
The following is a DFT calculation (the ωB97M-V functional and the def2-TZVPD basis) of C7H13N4 as an isolated structure.

Cartesian coordinates (Å):
C 3.57 -0.38 0.08
C 2.69 -1.38 0.55
C 2.99 0.80 -0.32
C 1.31 -1.13 0.76
C 1.62 1.08 -0.17
C 0.86 0.15 0.51
C -0.58 0.35 0.69
N -1.12 1.28 1.48
N -1.19 -1.83 -0.29
N -1.46 -0.51 0.15
N -2.77 -0.25 0.50
H 4.59 -0.48 0.08
H 3.08 -2.28 0.88
H 3.72 1.49 -0.72
H 0.83 -1.54 1.64
H 1.12 1.96 -0.52
H -0.76 0.28 -1.86
H -3.49 -0.56 -0.15
H -2.10 1.13 1.72
H -1.28 -2.11 -1.30
H -0.18 -1.99 -0.27
H -0.69 2.21 1.56
H -3.00 -0.72 1.50
H -0.71 0.65 -2.60

The frontier orbital gap is 9.6 eV. Its LUMO energy is -3.70 eV. As for the total charge: +1. The maximum force comes out at 4.39 eV/Å. As for the energy relative to the best compared isomer or geometry (same formula, charge and spin): 4.584 eV. As for the HOMO energy: -13.3 eV.

***

# 2
The following is a DFT calculation (the ωB97M-V functional and the def2-TZVPD basis) of an isolated molecule of C4H6N2.

Cartesian coordinates (Å):
N -0.37 1.62 0.97
C -0.08 0.21 0.88
C -0.91 -0.74 0.32
C -0.22 -1.26 -0.80
C 1.05 -0.71 -0.81
N 1.14 0.10 0.28
H -0.37 1.80 -0.04
H -1.34 1.79 1.22
H -1.96 -0.89 0.57
H -0.62 -1.94 -1.54
H 1.86 -0.78 -1.52
H 1.82 0.82 0.47

The frontier orbital gap is 8.8 eV. Its LUMO energy is 1.02 eV. The maximum force comes out at 0.82 eV/Å. As for the energy relative to the best compared isomer or geometry (same formula, charge and spin): 1.662 eV. Its SMILES is Nc1ccc[nH]1. As for the HOMO energy: -7.7 eV.

***

# 3
The following is a DFT calculation (the ωB97M-V functional and the def2-TZVPD basis) of C22H12Cl3N10O7PbS as an isolated structure.

Cartesian coordinates (Å):
Pb 0.23 0.50 0.51
N -1.08 -2.82 -2.81
C -1.23 -2.28 -1.58
N -0.32 -1.36 -1.40
C 0.41 -1.36 -2.54
N -0.03 -2.24 -3.42
C 1.54 -0.46 -2.75
C 2.37 -0.54 -3.86
N 3.32 0.36 -4.09
C 3.47 1.31 -3.19
C 2.72 1.33 -2.01
N 1.76 0.45 -1.81
H -1.64 -3.51 -3.28
H -2.00 -2.56 -0.89
H 2.25 -1.33 -4.59
H 4.20 2.08 -3.41
H 2.91 2.05 -1.22
O -6.82 -1.78 -1.64
C -5.65 -2.11 -1.77
O -5.07 -3.07 -2.27
C -4.59 -1.08 -1.16
C -3.92 -0.21 -2.01
C -2.88 0.55 -1.49
N -2.53 0.44 -0.22
C -3.18 -0.35 0.58
C -4.25 -1.13 0.17
C -2.71 -0.48 2.08
O -3.60 -0.78 2.87
O -1.50 -0.28 2.26
H -4.18 -0.13 -3.05
H -2.32 1.25 -2.10
H -4.76 -1.75 0.89
O 1.02 -1.81 1.46
N 1.85 -1.66 2.43
C 1.73 -2.43 3.52
C 2.61 -2.36 4.57
C 3.65 -1.44 4.53
C 3.77 -0.64 3.41
C 2.88 -0.76 2.34
S 3.03 0.17 0.92
H 0.88 -3.10 3.51
H 2.48 -3.01 5.42
H 4.35 -1.34 5.35
H 4.56 0.09 3.32
Cl -2.27 4.29 -1.90
C -0.54 4.60 -1.94
Cl -0.04 5.30 -0.39
Cl -0.18 5.74 -3.23
C 0.31 3.21 -2.10
O 1.37 3.36 -2.68
O -0.27 2.25 -1.61
N 2.80 2.17 6.42
C 2.09 2.27 5.51
N 1.24 2.50 4.58
C 1.03 2.07 3.43
N 0.74 1.79 2.33

The frontier orbital gap (alpha / beta) is 7.2 / 4.2 eV. Its spin multiplicity is 2. Its LUMO energy (alpha / beta) is 3.89 / 0.95 eV. As for the total charge: -2. The maximum force comes out at 2.73 eV/Å. As for the energy relative to the best compared isomer or geometry (same formula, charge and spin): 1.789 eV. As for the HOMO energy (alpha / beta): -3.3 / -3.3 eV.

***

# 4
The following is a DFT calculation (the ωB97M-V functional and the def2-TZVPD basis) of C22H30N10O6P2SSc as an isolated structure.

Cartesian coordinates (Å):
Sc -0.20 -0.19 0.08
C 0.16 -4.66 -1.06
C -0.03 -3.18 -1.07
N -0.50 -2.50 -0.08
N -0.82 -3.20 1.04
C -1.72 -2.59 1.77
N -1.95 -3.18 3.01
S -2.59 -1.18 1.37
C 0.29 -2.40 -2.29
C 0.72 -3.02 -3.46
C 1.02 -2.25 -4.56
C 0.88 -0.87 -4.48
C 0.43 -0.34 -3.28
N 0.14 -1.07 -2.22
H 0.09 -5.03 -0.04
H -0.61 -5.15 -1.66
H 1.13 -4.93 -1.47
H -1.58 -4.11 3.09
H -2.90 -3.07 3.34
H 0.81 -4.10 -3.50
H 1.35 -2.71 -5.48
H 1.10 -0.23 -5.32
H 0.29 0.73 -3.18
N 3.08 2.80 -0.11
C 2.10 3.73 0.19
C 0.92 3.08 0.04
N 1.15 1.78 -0.36
C 2.46 1.65 -0.42
C 3.06 0.37 -0.70
N 2.36 -0.73 -0.63
C 3.21 -1.75 -0.95
C 4.45 -1.25 -1.21
N 4.34 0.11 -1.06
H 4.06 2.92 0.06
H 2.34 4.73 0.50
H -0.07 3.46 0.21
H 2.90 -2.78 -0.95
H 5.37 -1.73 -1.50
H 5.08 0.78 -1.21
N -0.74 -0.42 4.29
C 0.15 0.70 3.79
C 0.66 1.49 4.98
P 1.50 -0.02 2.80
O 2.09 -1.06 3.88
O 2.50 0.99 2.39
O 0.78 -0.84 1.74
P -1.05 1.71 2.77
O -0.53 3.22 2.83
O -2.33 1.57 3.51
O -0.91 1.28 1.32
H -0.83 -1.21 3.63
H -1.69 0.00 4.37
H -0.40 -0.79 5.18
H 1.24 0.84 5.65
H -0.16 1.94 5.54
H 1.32 2.28 4.63
H 3.05 -1.09 3.86
H -1.04 3.72 3.48
C -4.92 2.67 -3.77
C -3.84 2.02 -2.97
C -3.98 0.74 -2.45
C -2.96 0.19 -1.69
N -1.82 0.83 -1.42
C -1.68 2.06 -1.93
C -2.64 2.68 -2.70
H -5.73 1.98 -3.99
H -4.53 3.05 -4.72
H -5.34 3.53 -3.23
H -4.88 0.17 -2.62
H -3.06 -0.80 -1.27
H -0.74 2.56 -1.73
H -2.46 3.68 -3.08

The frontier orbital gap is 7.4 eV. Its LUMO energy is -2.53 eV. As for the total charge: +1. The maximum force comes out at 0.77 eV/Å. As for the energy relative to the best compared isomer or geometry (same formula, charge and spin): 0.000 eV. As for the HOMO energy: -10.0 eV.